DFT (wB97M-V/def2-TZVPD) results for a structure of composition C10H20Cl10F6Mg2N3O12S6 at a distorted geometry.

Total charge = +1
HOMO = -12.27 eV
2S+1 = 1
LUMO level = -7.704 eV

Each line ends with the Mulliken charge.
Atoms and positions in Å:
Mg1 3.527 -1.972 0.926  1.450
Mg2 2.471 0.728 -3.088  0.957
N1 4.200 0.269 -2.580  0.182
S1 5.030 0.215 -1.113  0.975
O1 6.225 0.969 -0.929  -0.429
O2 4.785 -0.971 -0.246  -0.436
F1 3.922 1.138 -0.398  -0.340
S2 5.434 -0.395 -3.269  0.904
O3 5.494 -1.851 -2.956  -0.542
O4 6.608 0.372 -3.589  -0.466
F2 4.690 -0.476 -4.645  -0.324
N2 2.040 4.815 -3.120  -0.468
S3 1.224 3.753 -2.110  0.936
O5 0.616 4.212 -0.857  -0.514
O6 1.613 2.321 -2.221  0.131
F3 -0.075 3.749 -3.007  -0.290
S4 3.135 4.874 -2.038  1.062
O7 4.018 3.747 -1.820  -0.531
O8 2.868 5.770 -0.914  -0.579
F4 4.047 5.922 -2.831  -0.305
N3 1.998 -1.126 0.353  0.052
S5 0.994 -1.378 -0.994  0.463
O9 1.443 -0.500 -2.103  -0.215
O10 -0.432 -1.746 -0.896  -0.034
F5 1.672 -2.787 -1.306  -0.372
S6 0.960 -0.143 0.898  0.689
O11 -0.138 -0.718 1.668  -0.255
O12 0.730 1.107 0.171  -0.092
F6 1.958 0.250 2.180  -0.504
Cl1 -0.932 0.942 -3.232  -0.082
C1 -2.543 1.529 -2.982  -0.816
C2 -2.882 1.974 -1.587  -0.656
Cl2 -2.715 0.551 -0.481  -0.068
H1 -3.193 0.738 -3.357  0.430
H2 -2.652 2.345 -3.697  0.417
H3 -3.902 2.319 -1.419  0.496
H4 -2.341 2.858 -1.251  0.241
Cl3 0.163 4.007 3.712  -0.178
C3 -0.588 3.080 2.404  0.473
C4 -2.078 2.790 2.667  -0.117
Cl4 -2.189 1.876 4.283  -0.207
H5 -0.046 2.134 2.373  -0.419
H6 -0.373 3.476 1.411  0.057
H7 -2.489 2.175 1.867  -0.118
H8 -2.727 3.657 2.790  0.441
Cl5 -1.415 -5.538 -0.202  -0.159
C5 -0.844 -5.190 -1.863  -0.193
C6 -1.870 -4.365 -2.632  -0.030
Cl6 -1.200 -4.008 -4.258  -0.209
H9 -0.716 -6.123 -2.410  0.406
H10 0.134 -4.715 -1.787  -0.052
H11 -2.069 -3.380 -2.208  -0.210
H12 -2.864 -4.785 -2.787  0.442
Cl7 -2.128 -1.301 6.966  -0.168
C7 -1.287 -1.537 5.416  0.085
C8 -0.077 -0.641 5.380  0.130
Cl8 1.159 -1.137 6.540  -0.210
H13 -1.936 -1.294 4.575  -0.195
H14 -1.082 -2.603 5.314  0.357
H15 -0.471 0.304 5.754  0.245
H16 0.329 -0.538 4.374  -0.264
Cl9 -4.893 -3.914 0.075  -0.181
C9 -4.139 -2.381 0.627  0.185
C10 -4.167 -2.260 2.142  -0.333
Cl10 -3.228 -3.523 2.892  -0.185
H17 -4.750 -1.646 0.102  0.309
H18 -3.103 -2.291 0.300  -0.333
H19 -5.144 -2.454 2.584  0.425
H20 -3.806 -1.276 2.438  0.140

Cartesian forces, eV/Å:
Mg 2.3 0.0 0.0
Mg -2.3 2.5 -0.1
N 4.0 -0.3 4.3
S -3.7 4.3 6.0
O -0.9 -1.9 -1.0
O 0.6 -0.4 -1.1
F 0.5 -0.5 -0.6
S 3.6 -5.4 -7.5
O 0.4 3.7 0.8
O -1.8 -0.8 1.4
F -0.7 0.3 -1.1
N -2.4 -3.6 1.7
S -6.4 0.3 -0.9
O 2.3 -1.6 -2.1
O 0.7 0.5 -0.2
F 0.2 -0.3 -0.4
S 7.7 7.6 3.1
O -1.3 -0.2 -0.4
O -0.4 -2.5 -0.9
F 0.2 -0.9 -0.8
N -2.9 -1.0 -4.3
S -1.7 -3.7 -5.1
O -1.1 -2.5 2.5
O 4.5 1.8 0.2
F 0.2 0.8 -0.1
S -4.3 7.2 9.7
O 1.9 0.5 -2.2
O 1.0 -3.3 0.5
F -0.2 -0.1 -1.4
Cl 1.1 -0.8 0.1
C -1.6 0.7 -1.0
C -0.2 0.0 0.7
Cl 0.2 0.6 0.1
H -0.1 0.0 0.4
H -0.1 0.2 0.2
H -0.3 -0.4 -0.8
H 0.8 -0.5 0.1
Cl 0.0 0.3 -0.3
C -0.4 -0.9 0.0
C 0.7 -0.2 0.7
Cl -0.3 0.4 -1.3
H -0.2 -0.1 0.3
H -0.3 0.7 0.2
H 0.1 -0.2 0.2
H 0.4 0.1 0.1
Cl 0.1 0.1 -0.2
C -0.6 -0.3 -0.4
C 0.0 1.0 0.0
Cl 0.1 -0.1 -0.1
H 0.1 -0.1 0.3
H -0.3 0.2 -0.1
H 0.3 -0.1 0.3
H 0.4 -0.6 0.2
Cl -0.3 -0.1 -0.1
C 0.0 -0.6 -0.3
C -0.8 0.4 0.3
Cl 0.5 -0.2 -0.1
H -0.2 0.3 0.2
H 0.2 0.1 0.2
H 0.5 0.2 -0.4
H 0.1 0.0 0.2
Cl 0.4 0.0 0.0
C -0.5 -0.1 0.1
C -1.0 0.2 -0.3
Cl 1.1 -0.6 0.4
H 0.2 0.3 0.5
H -0.1 -0.3 -0.2
H -0.2 0.5 -0.5
H 0.1 -0.1 0.1

DFT (wB97M-V/def2-TZVPD) results for a structure of composition C22H24NO at a distorted geometry.

Total charge = +1
HOMO = -11.45 eV
2S+1 = 1
LUMO level = -3.576 eV

Each line ends with the Mulliken charge.
Atoms and positions in Å:
C1 4.146 -0.466 -1.407  -0.988
C2 2.692 -0.372 -1.872  -0.597
N1 1.716 -0.419 -0.680  0.308
C3 2.009 0.753 0.200  -0.791
C4 3.451 0.686 0.700  -1.040
C5 4.168 -0.568 0.136  0.191
C6 3.355 -1.823 0.539  -1.072
C7 1.914 -1.706 0.050  -0.550
H1 4.643 -1.355 -1.839  0.378
H2 4.717 0.429 -1.715  0.355
H3 2.527 0.570 -2.411  0.450
H4 2.454 -1.203 -2.548  0.364
H5 1.813 1.656 -0.394  0.383
H6 1.285 0.742 1.023  0.423
H7 3.985 1.592 0.369  0.368
H8 3.444 0.643 1.802  0.373
H9 5.194 -0.637 0.529  0.374
H10 3.810 -2.722 0.091  0.415
H11 3.346 -1.926 1.637  0.332
H12 1.196 -1.729 0.880  0.436
H13 1.634 -2.511 -0.638  0.230
C8 -4.129 4.372 1.613  -0.399
C9 -3.073 4.532 0.691  -0.676
C10 -2.401 3.414 0.195  -0.301
C11 -2.744 2.112 0.648  0.511
C12 -1.946 0.939 0.345  0.890
O1 -2.589 -0.224 0.709  -0.549
C13 -2.113 -1.429 0.209  0.057
C14 -0.955 -1.486 -0.596  0.441
C15 -0.678 -2.708 -1.269  -0.290
C16 -1.487 -3.824 -1.037  -0.749
C17 -2.598 -3.740 -0.195  -0.516
C18 -2.948 -2.530 0.400  -0.614
C19 -0.179 -0.286 -0.810  1.128
C20 -0.751 0.922 -0.355  -1.062
C21 -3.868 1.962 1.490  -0.515
C22 -4.534 3.078 1.988  -0.573
H14 -4.624 5.253 2.054  0.367
H15 -2.767 5.534 0.392  0.390
H16 -1.576 3.533 -0.519  0.342
H17 0.129 -2.730 -2.020  0.485
H18 -1.205 -4.777 -1.502  0.404
H19 -3.186 -4.628 0.023  0.403
H20 -3.812 -2.423 1.063  0.462
H21 0.383 -0.272 -1.778  0.083
H22 -0.315 1.869 -0.686  0.160
H23 -4.183 0.972 1.808  0.389
H24 -5.352 2.933 2.688  0.390

Cartesian forces, eV/Å:
C 0.9 -0.1 0.7
C -1.4 0.0 0.0
N 1.9 -0.2 2.7
C 0.1 -0.4 -0.2
C 0.7 0.0 0.2
C -0.6 0.0 -0.1
C 0.6 -0.2 0.3
C 0.1 0.4 -0.1
H -0.3 0.5 0.1
H -0.3 -0.4 0.0
H -0.2 -0.2 0.2
H -0.2 0.2 0.2
H 0.1 -0.3 0.2
H 0.2 0.0 -0.2
H 0.0 -0.3 0.4
H 0.2 0.2 -0.4
H -0.4 0.1 -0.2
H 0.0 0.3 0.4
H 0.2 -0.1 -0.4
H 0.2 0.0 -0.2
H 0.2 0.2 0.3
C 0.2 -0.3 -0.1
C -0.4 -0.3 0.3
C 0.1 -0.5 0.4
C -0.7 1.2 0.5
C 0.6 -1.2 -0.9
O 1.3 0.2 -0.6
C 0.0 0.5 -0.3
C -0.2 -1.1 0.2
C -0.8 0.1 0.2
C 0.9 0.1 -0.4
C -0.1 0.4 0.5
C 0.4 -0.2 0.2
C 0.7 -0.2 -4.4
C -0.8 0.9 0.9
C 0.4 0.3 0.1
C 0.3 0.5 -0.4
H 0.3 -0.5 -0.4
H -0.1 -0.3 0.0
H -0.4 0.1 0.4
H -0.5 -0.1 0.6
H -0.3 0.5 0.2
H 0.0 0.2 -0.2
H 0.3 -0.1 -0.4
H -3.0 0.4 -0.2
H -0.5 -0.4 0.2
H 0.1 0.2 -0.1
H 0.1 0.1 -0.1

DFT (wB97M-V/def2-TZVPD) results for a structure of composition C20H42AsMoNO3PSi2Te.

Total charge = -1
HOMO (alpha / beta) = -3.66 / -4.84 eV
2S+1 = 3
LUMO level (alpha / beta) = 2.584 / 2.578 eV

Each line ends with the Mulliken charge.
Atoms and positions in Å:
Mo1 0.458 -0.092 -0.096  1.380
N1 -0.464 -0.928 -1.316  -0.737
C1 -1.474 -1.190 -2.215  -0.132
C2 -1.606 -0.408 -3.366  0.221
C3 -2.627 -0.656 -4.271  -0.742
C4 -3.530 -1.690 -4.061  -0.493
C5 -3.396 -2.483 -2.927  -0.638
C6 -2.380 -2.239 -2.015  -0.070
H1 -0.931 0.427 -3.509  0.323
H2 -2.722 -0.023 -5.145  0.398
H3 -4.327 -1.876 -4.770  0.373
H4 -4.091 -3.295 -2.749  0.368
H5 -2.284 -2.851 -1.127  0.118
C7 -4.833 1.739 -0.378  -1.329
C8 -3.703 1.220 -1.237  -0.001
O1 -2.432 1.518 -0.619  -0.130
P1 -1.540 2.720 -1.171  0.464
O2 -1.338 2.699 -2.638  -0.738
Te1 0.356 2.773 0.306  -0.505
O3 -2.474 3.970 -0.733  -0.220
C9 -2.030 5.285 -1.100  -0.357
C10 -2.331 6.227 0.041  -1.157
H6 -5.794 1.466 -0.821  0.412
H7 -4.782 2.824 -0.289  0.246
H8 -4.774 1.304 0.621  0.292
H9 -3.719 1.646 -2.241  0.396
H10 -3.734 0.136 -1.333  0.103
H11 -2.544 5.584 -2.015  0.260
H12 -0.958 5.270 -1.311  0.396
H13 -3.400 6.220 0.266  0.275
H14 -2.035 7.246 -0.216  0.402
H15 -1.787 5.914 0.933  0.242
C11 2.509 1.591 3.167  -0.961
Si1 2.121 -0.233 3.394  0.550
C12 3.612 -1.180 2.736  -0.861
C13 2.013 -0.555 5.247  -1.081
As1 0.069 -0.786 2.410  -0.500
Si2 0.423 -3.095 2.199  0.552
C14 -1.234 -3.883 1.785  -0.287
C15 1.011 -3.875 3.817  -1.126
C16 1.593 -3.633 0.824  -1.055
H16 3.356 1.884 3.797  0.317
H17 1.651 2.217 3.422  0.264
H18 2.780 1.796 2.127  0.177
H19 4.524 -0.809 3.217  0.429
H20 3.717 -1.032 1.657  0.126
H21 3.545 -2.253 2.928  0.204
H22 2.959 -0.320 5.747  0.312
H23 1.770 -1.602 5.449  0.256
H24 1.228 0.063 5.689  0.290
H25 -2.014 -3.607 2.498  0.313
H26 -1.158 -4.974 1.754  0.322
H27 -1.533 -3.538 0.792  -0.399
H28 0.336 -3.614 4.636  0.278
H29 2.019 -3.554 4.090  0.285
H30 1.024 -4.967 3.724  0.375
H31 1.177 -3.317 -0.138  0.185
H32 1.690 -4.725 0.812  0.442
H33 2.592 -3.201 0.921  0.284
C17 2.398 1.213 -2.773  -1.238
C18 2.856 -0.111 -2.171  1.032
C19 4.363 -0.275 -2.382  -1.739
C20 2.492 -0.249 -0.689  -0.663
H34 2.694 1.289 -3.824  0.392
H35 2.846 2.052 -2.234  0.312
H36 1.316 1.348 -2.712  0.043
H37 2.351 -0.925 -2.703  0.255
H38 4.902 0.530 -1.872  0.325
H39 4.628 -0.238 -3.442  0.436
H40 4.716 -1.226 -1.973  0.397
H41 2.995 0.545 -0.110  0.336
H42 2.887 -1.202 -0.315  -0.001

Cartesian forces, eV/Å:
Mo 0.1 0.4 0.3
N 0.1 -0.1 -0.1
C -0.2 -0.1 -0.1
C 0.0 0.1 -0.1
C 0.1 0.1 0.0
C 0.0 -0.1 0.1
C 0.0 0.0 0.0
C 0.0 -0.1 0.1
H 0.0 0.0 0.0
H 0.0 0.0 0.0
H 0.0 0.0 0.0
H 0.0 0.0 0.0
H 0.0 0.0 0.0
C 0.0 0.0 0.1
C 0.1 0.0 -0.1
O -0.1 -0.1 0.1
P -0.2 0.1 -0.2
O 0.1 0.1 0.1
Te 0.0 -0.3 -0.1
O 0.0 0.2 -0.1
C 0.0 -0.1 0.0
C 0.0 0.0 0.1
H 0.0 0.0 0.0
H 0.0 0.0 0.0
H 0.0 0.0 0.0
H 0.0 0.0 0.0
H 0.0 0.0 0.0
H 0.0 0.0 0.0
H 0.0 0.0 0.0
H 0.0 0.0 0.0
H 0.0 0.0 0.0
H 0.0 0.0 0.0
C 0.0 0.0 -0.1
Si 0.0 -0.1 -0.1
C 0.1 0.0 0.0
C 0.0 -0.1 0.1
As 0.0 -0.1 0.0
Si 0.1 0.0 0.1
C 0.0 0.0 -0.1
C 0.0 0.0 0.0
C 0.0 0.0 0.0
H 0.0 0.0 0.0
H 0.0 0.0 0.0
H 0.0 0.0 0.0
H 0.0 0.0 0.0
H 0.0 0.0 0.1
H 0.0 0.0 0.0
H 0.0 0.0 0.0
H 0.0 0.1 0.0
H 0.0 0.0 0.0
H 0.0 0.0 0.0
H 0.0 0.0 0.0
H -0.1 0.0 0.1
H 0.0 0.0 0.0
H -0.1 0.0 0.0
H 0.0 0.0 0.0
H 0.1 0.0 0.0
H 0.0 0.0 0.0
H -0.1 0.0 0.0
C 0.0 0.0 0.0
C 0.0 0.0 0.0
C 0.0 0.0 0.1
C 0.1 0.0 -0.1
H 0.0 0.0 0.0
H 0.0 0.0 0.0
H 0.0 0.0 0.0
H 0.0 0.0 0.0
H 0.0 0.0 0.0
H 0.0 0.0 0.0
H 0.0 0.0 0.0
H 0.0 0.0 0.0
H 0.0 0.0 0.0

DFT (wB97M-V/def2-TZVPD) results for a cluster of 2 separate species, C5H13NO in total at a distorted geometry.

Total charge = 0
HOMO = -8.98 eV
2S+1 = 1
LUMO level = 0.999 eV
SMILES = C=C(C)CC.NO

Each line ends with the Mulliken charge.
Atoms and positions in Å:
C1 -1.540 -0.565 1.011  -1.215
C2 -0.545 0.223 0.222  0.589
N1 -0.010 -0.649 -2.872  -0.447
C3 -0.797 1.377 -0.398  -0.883
O1 -0.189 -1.487 -1.729  -0.492
H1 -0.944 -0.556 -3.275  0.221
H2 0.534 -1.212 -3.526  0.229
H3 -1.475 -0.341 2.079  0.255
H4 -2.556 -0.337 0.672  0.406
H5 -1.381 -1.638 0.879  0.268
H6 -0.037 1.886 -0.981  0.281
H7 -1.812 1.749 -0.477  0.300
C4 1.124 -0.141 0.611  -0.566
C5 1.513 0.750 1.772  -1.179
H8 1.489 1.803 1.481  0.299
H9 2.530 0.511 2.099  0.374
H10 0.843 0.622 2.627  0.311
H11 1.201 -1.195 0.892  0.357
H12 1.773 0.072 -0.243  0.437
H13 0.279 -0.871 -0.844  0.455

Cartesian forces, eV/Å:
C -0.2 -0.2 -0.3
C 2.8 0.8 1.6
N -0.1 -0.1 0.1
C 0.1 -0.8 -0.3
O 2.0 1.8 2.9
H 0.2 0.0 0.1
H -0.1 0.1 0.1
H 0.1 0.0 -0.1
H 0.1 0.0 0.1
H 0.0 0.1 0.0
H 0.0 0.1 0.3
H 0.0 0.0 0.0
C -2.6 0.7 -0.5
C 0.2 0.2 0.2
H 0.0 -0.1 0.0
H -0.1 0.0 0.0
H 0.1 0.0 -0.1
H -0.1 0.1 -0.2
H -0.2 -0.1 0.0
H -2.1 -2.5 -4.1

The molar mass results, record by record, are as follows: 1083.809, 318.440, 730.168, 103.165 Da.
The ΔE to the lowest compared entry with this formula, charge and spin results, record by record, are as follows: 114.5, 62.3, 0.0, 100.4 kcal/mol.